Model A:
Formula: C27H74O13
Source: OMol25
Level of theory: wB97M-V/def2-TZVPD

Its LUMO energy is 0.07 eV. The HOMO energy comes out at -9.56 eV.

ORCA input file:
```
! RIJCOSX wB97M-V def2-TZVPD def2/J DEFGRID3
* xyz 0 1
C -5.20184 -0.80441 -4.92067
C -3.75797 -0.40566 -4.72030
C -3.24669 -0.75219 -3.32946
O -2.95001 -1.07210 -5.69534
H -5.91947 -0.21587 -4.34440
H -5.32452 -1.85318 -4.62297
H -5.50840 -0.77000 -5.96713
H -3.58780 0.66364 -4.83257
H -2.16203 -0.63766 -3.32079
H -3.46763 -1.78260 -3.02802
H -3.68910 -0.11900 -2.55733
H -2.92547 -2.00773 -5.46810
C -0.55524 2.07714 -4.52874
C -1.23590 3.39194 -4.18612
C -2.71227 3.38586 -4.49351
O -1.10098 3.66907 -2.76981
H -0.54529 1.91260 -5.60773
H -1.14385 1.25126 -4.11273
H 0.45196 2.00336 -4.12310
H -0.74306 4.20716 -4.72956
H -3.15007 4.33029 -4.17567
H -3.17204 2.56552 -3.94249
H -2.83772 3.25183 -5.56690
H -0.17532 3.86242 -2.59476
C 2.27544 -0.91747 -3.23711
C 1.43858 -2.15701 -2.94857
C 2.22948 -3.43888 -3.01445
O 0.90276 -2.06794 -1.61529
H 3.08068 -0.83629 -2.49965
H 1.67194 -0.01176 -3.15541
H 2.74905 -0.96122 -4.21913
H 0.57984 -2.19978 -3.62804
H 1.57552 -4.31087 -3.01493
H 2.91051 -3.51820 -2.16533
H 2.84029 -3.47242 -3.91953
H 0.49630 -1.18513 -1.50892
C -4.71074 2.74332 -1.47993
C -3.69549 2.30750 -0.45520
C -4.15676 1.14747 0.40292
O -2.45525 1.92985 -1.05889
H -4.40545 3.68502 -1.94500
H -5.69327 2.90260 -1.03169
H -4.86325 2.02044 -2.28857
H -3.51887 3.17276 0.19886
H -5.17595 1.31600 0.74622
H -3.50375 1.02484 1.26838
H -4.10659 0.21471 -0.16262
H -2.18111 2.59451 -1.71296
C -2.96242 -3.03942 -0.24186
C -2.61145 -3.80693 1.02552
C -1.21858 -3.47965 1.49711
O -3.51595 -3.47751 2.09206
H -2.07894 -2.94932 -0.87565
H -3.37173 -2.05783 0.00578
H -3.75556 -3.51690 -0.82849
H -2.67037 -4.88639 0.83991
H -0.53440 -3.64154 0.65971
H -0.89411 -4.12492 2.31271
H -1.10331 -2.44262 1.80645
H -4.39755 -3.78097 1.85548
C 4.94492 1.34471 1.92950
C 6.40264 1.31748 1.53065
C 7.24438 2.18521 2.42542
O 6.90254 -0.02270 1.51316
H 4.40556 2.22505 1.57962
H 4.87245 1.29439 3.02169
H 4.41807 0.46898 1.54447
H 6.48860 1.68877 0.50540
H 7.05031 1.95162 3.48081
H 7.00485 3.24469 2.30989
H 8.30450 2.01073 2.25278
H 6.60905 -0.44625 2.32704
C -0.15926 -1.15189 4.25756
C -0.68689 -0.91577 5.64950
C -1.17387 0.50880 5.83280
O -1.72729 -1.84211 5.96328
H 0.76162 -0.60754 4.02681
H -0.91391 -0.83686 3.52635
H 0.09100 -2.19406 4.06152
H 0.10682 -1.07630 6.38481
H -2.00196 0.72294 5.14801
H -0.38981 1.23841 5.60459
H -1.47580 0.68069 6.86504
H -2.53894 -1.52389 5.55526
O -0.26063 0.33080 -0.84591
C -0.13841 0.41040 0.56445
C 1.27155 0.14168 0.99393
O 1.59853 -1.25330 0.97090
H -1.10270 0.75486 -1.08213
H -0.40689 1.41885 0.90737
H -0.78577 -0.30513 1.08203
H 1.46148 0.45398 2.02310
H 2.03301 0.66508 0.40060
H 1.53519 -1.54279 0.04350
O 1.84688 2.68131 3.85722
C 0.96989 3.79017 3.64232
C 1.28127 4.34746 2.28069
O 0.36779 5.43572 2.07254
H 1.98528 2.55320 4.79857
H -0.06184 3.42118 3.62497
H 1.06067 4.53909 4.42904
H 1.10560 3.57627 1.52292
H 2.31897 4.68277 2.20507
H 0.56016 5.83637 1.22156
O 3.08010 -2.78696 2.85602
C 4.14878 -3.30400 2.09084
C 3.66026 -4.08074 0.88536
O 4.76754 -4.79212 0.35890
H 2.62665 -2.12616 2.31188
H 4.86383 -2.53364 1.78939
H 4.66580 -4.03293 2.72317
H 3.22644 -3.39754 0.13179
H 2.82235 -4.74011 1.14259
H 4.44983 -5.33862 -0.36429
*
```



Model B:
Formula: C27H74O13
Source: OMol25
Level of theory: wB97M-V/def2-TZVPD

Its LUMO energy is 0.31 eV. The HOMO energy comes out at -9.25 eV.

ORCA input file:
```
! RIJCOSX wB97M-V def2-TZVPD def2/J DEFGRID3
* xyz 0 1
C -4.50886 -5.10592 -2.07588
C -3.05586 -4.46992 -1.82888
C -3.08486 -3.02192 -1.25088
O -2.49586 -5.32392 -0.91188
H -5.09186 -4.36592 -2.89088
H -4.85586 -5.54192 -1.12888
H -4.30386 -6.12892 -2.60388
H -2.52886 -4.42492 -2.66488
H -2.05786 -2.77292 -0.98788
H -3.69386 -3.10092 -0.32188
H -3.49886 -2.16792 -1.89788
H -1.58986 -5.10892 -1.00388
C -4.68386 1.24708 1.51912
C -4.71786 2.60608 0.69712
C -5.13986 3.63408 1.57912
O -3.35286 2.78508 0.29012
H -4.10286 0.49708 0.99012
H -5.60186 0.90608 1.50212
H -4.34886 1.25608 2.57712
H -5.29386 2.39208 -0.09588
H -5.30786 4.57608 1.07112
H -4.65686 3.95008 2.50012
H -6.11086 3.48008 1.90412
H -3.04986 2.02808 -0.06188
C -1.39586 -1.22592 4.30412
C -1.15886 -2.57292 3.51412
C -1.99486 -2.56892 2.31612
O 0.20014 -2.72592 3.09612
H -0.83686 -1.31692 5.22512
H -2.36886 -1.08692 4.52512
H -1.08686 -0.44992 3.64212
H -1.59386 -3.31692 4.08012
H -1.89286 -1.65192 1.68112
H -2.98686 -2.72792 2.60212
H -1.69386 -3.31192 1.64812
H 0.41014 -1.89792 2.69712
C 1.60014 3.71108 -2.43988
C 0.55314 3.22508 -3.42188
C 0.74614 3.73308 -4.90088
O 0.55714 1.81808 -3.46188
H 1.67214 4.70908 -2.50288
H 2.61014 3.22108 -2.76988
H 1.28314 3.27508 -1.56488
H -0.39986 3.44508 -3.20988
H 0.65914 4.81608 -4.91288
H 0.06514 3.59208 -5.84488
H 1.66614 3.20408 -5.14288
H -0.02086 1.30708 -4.07588
C 4.41214 -2.22592 2.57912
C 5.58714 -2.45792 1.57712
C 5.87114 -3.94092 1.39012
O 5.24114 -1.94692 0.34012
H 4.01614 -1.35792 2.46212
H 4.64414 -2.76592 3.53112
H 3.47614 -2.74392 2.21912
H 6.51914 -1.96192 1.76312
H 5.18014 -4.37792 0.91712
H 5.71814 -4.23492 2.27912
H 6.92114 -4.11492 1.14412
H 5.94814 -1.63292 -0.17188
C 3.66914 2.66408 1.16712
C 3.58714 2.24408 2.63212
C 4.79714 1.98808 3.41512
O 2.90514 3.32108 3.28612
H 4.22714 1.86208 0.68812
H 3.99114 3.63708 1.06312
H 2.72014 2.49908 0.66912
H 3.09214 1.28808 2.68712
H 5.65714 2.68508 3.48712
H 5.44214 0.96408 3.03712
H 4.48114 1.67908 4.27812
H 2.84914 2.97408 4.30512
C -1.61586 -1.16692 -4.50888
C -2.31086 0.20808 -4.78488
C -3.15786 0.81908 -3.68788
O -1.41986 1.13808 -5.19888
H -2.06786 -1.84992 -3.95988
H -0.71086 -1.18692 -4.02988
H -1.32286 -1.48692 -5.42888
H -2.75486 0.12908 -5.79588
H -2.50886 1.42308 -3.07188
H -3.92286 0.11108 -3.28888
H -3.75186 1.76008 -4.07188
H -1.95686 1.89708 -5.41488
O 1.27214 -0.66192 1.60612
C 0.90714 0.39908 0.80812
C -0.13886 0.04008 -0.24088
O -0.55086 1.22308 -0.97188
H 1.61114 -1.33492 1.02112
H 0.36614 1.35608 1.45812
H 1.79414 0.78508 0.24912
H -0.92386 -0.26392 0.19412
H 0.19014 -0.68692 -0.86988
H 0.06114 1.53908 -1.56488
O 0.61214 -5.13592 -1.47288
C 0.79114 -3.91092 -0.98088
C 2.33614 -3.69192 -0.69588
O 2.56914 -2.35692 -0.25188
H 1.26714 -5.23092 -2.10388
H 0.48314 -3.06692 -1.70788
H 0.17014 -3.90292 -0.16188
H 3.00314 -3.89992 -1.55488
H 2.85814 -4.39692 0.04612
H 3.42714 -2.23292 -0.23488
O 1.45214 5.49608 1.70812
C 0.15114 5.30808 2.30312
C -0.67586 4.21208 1.63012
O -1.95486 4.39408 2.20412
H 1.82514 4.62008 1.89112
H 0.21814 4.95808 3.42512
H -0.45686 6.19308 2.44612
H -0.30586 3.15608 2.00912
H -0.61286 4.20808 0.58412
H -2.65686 4.02008 1.73712
*
```



Which of them is most stable, and which least? Most stable: model A; least stable: model B.



Model A:
Formula: C10H15N3O
Source: OMol25
Level of theory: wB97M-V/def2-TZVPD

Its LUMO energy (alpha / beta) is -0.35 / -0.35 eV. The HOMO energy (alpha / beta) comes out at -9.23 / -9.23 eV.

ORCA input file:
```
! RIJCOSX wB97M-V def2-TZVPD def2/J DEFGRID3
* xyz 0 1
C 1.61565 2.37252 -0.43255
C 2.16305 -1.06930 -0.97554
C 0.85467 1.20275 -0.42023
C 1.64598 -0.72417 1.42891
C 3.52008 0.50334 0.25467
C -0.90251 -1.02278 -1.23600
C -2.16129 0.03612 0.69312
C -2.46814 0.85737 -1.65606
C 2.17403 -0.16522 0.12811
C -1.47002 0.26073 -0.65423
N 2.31352 3.28473 -0.48499
N 2.19319 -1.77292 -1.87934
N -0.44452 1.31293 -0.43940
O -0.91099 2.48070 -0.34396
H 1.54216 0.06989 2.16584
H 2.35704 -1.45710 1.81563
H 0.68774 -1.22409 1.30854
H 3.51640 1.25252 1.04343
H 3.83140 0.97062 -0.67743
H 4.25364 -0.26558 0.50711
H -0.27711 -0.81239 -2.10060
H -0.32576 -1.59742 -0.51876
H -1.73029 -1.64404 -1.56758
H -2.48879 0.99003 1.10066
H -1.49148 -0.43539 1.40980
H -3.03047 -0.60243 0.56167
H -2.84315 1.81129 -1.29397
H -1.98467 1.02263 -2.61763
H -3.30202 0.17619 -1.79447
*
```



Model B:
Formula: C10H15N3O
Source: OMol25
Level of theory: wB97M-V/def2-TZVPD

Its LUMO energy is 0.75 eV. The HOMO energy comes out at -7.03 eV.

ORCA input file:
```
! RIJCOSX wB97M-V def2-TZVPD def2/J DEFGRID3
* xyz 0 1
C 3.38607 -2.19829 -0.06239
C 1.70072 -0.87434 0.18971
C 2.26500 -1.12511 1.42362
C 0.47656 0.06342 -0.33012
C -0.37894 -0.00353 -1.73945
C -1.77770 0.57210 -1.31094
C 1.89662 -0.83697 2.86478
C 1.17555 1.45314 -0.36299
C -3.00595 0.88076 -2.13987
C -2.96270 0.54695 0.86733
N 3.33855 -2.02624 1.23103
N -0.63993 0.10431 0.61255
N -1.70499 0.51337 0.00898
O 2.39660 -1.57415 -0.73156
H 4.19244 -2.78513 -0.41979
H 0.22015 0.52488 -2.36043
H -0.36557 -0.96875 -2.09566
H 2.60741 -0.03587 3.19424
H 1.01460 -0.35109 2.83122
H 1.87660 -1.62873 3.54731
H 2.13216 1.29199 -0.81776
H 1.09430 1.79263 0.54933
H 0.58957 2.03608 -0.95395
H -2.68308 1.36337 -3.11365
H -3.68903 1.39469 -1.63814
H -3.41988 -0.04572 -2.34922
H -3.29490 1.56664 0.70121
H -3.75632 -0.10445 0.59099
H -2.68391 0.45404 1.81362
*
```



Which of them is most stable, and which least? Most stable: model A; least stable: model B.



Model A:
Formula: C3H12O2S2
Source: OMol25
Level of theory: wB97M-V/def2-TZVPD

Its LUMO energy is 0.37 eV. The HOMO energy comes out at -8.45 eV.

ORCA input file:
```
! RIJCOSX wB97M-V def2-TZVPD def2/J DEFGRID3
* xyz 0 1
C -0.76408 1.26475 0.08244
C -0.18807 -0.15134 0.36187
C 0.90622 -0.40414 -0.67553
S 1.65047 -2.13125 -0.61219
S 1.37412 -2.66673 1.47261
H -0.21038 2.09072 0.50791
H -1.82973 1.28651 0.32380
H -0.85844 1.31456 -1.01050
H 0.33266 -0.11652 1.31942
H -0.95938 -0.90903 0.46633
H 0.45945 -0.36147 -1.66946
H 1.66888 0.35311 -0.56859
H 0.74769 -3.79682 1.14637
O 2.70271 1.16492 1.34741
H 2.88724 1.33055 2.29887
H 3.55357 1.02393 0.95182
O -3.98617 0.55360 -1.74230
H -3.34230 0.53648 -2.48162
H -4.14445 -0.38183 -1.51868
*
```



Model B:
Formula: C3H12O2S2
Source: OMol25
Level of theory: wB97M-V/def2-TZVPD

Its LUMO energy is 0.59 eV. The HOMO energy comes out at -8.95 eV.

ORCA input file:
```
! RIJCOSX wB97M-V def2-TZVPD def2/J DEFGRID3
* xyz 0 1
C -0.15439 -1.40816 2.00066
C -1.06583 -1.12188 0.83555
S -0.32833 -1.47106 -0.79676
S -1.68221 -0.58612 -2.04681
C -1.07016 1.09468 -2.29423
H 0.10711 -2.45784 2.12611
H 0.77317 -0.83959 1.96942
H -0.68287 -1.19455 2.93087
H -1.37228 -0.08203 0.83545
H -1.94712 -1.75253 0.90339
H -0.87022 1.23592 -3.35332
H -0.11980 1.23439 -1.80743
H -1.75168 1.85060 -1.91663
O 2.52207 0.24975 -0.44312
H 3.18285 -0.43054 -0.26213
H 1.81517 -0.19317 -0.94876
O 0.51757 1.82695 0.82664
H 1.33082 1.30450 0.73602
H 0.79611 2.74069 0.70509
*
```



Which of them is most stable, and which least? Most stable: model B; least stable: model A.



Model A:
Formula: CH4ClN2P
Source: OMol25
Level of theory: wB97M-V/def2-TZVPD

Its LUMO energy is 0.74 eV. The HOMO energy comes out at -8.65 eV.

ORCA input file:
```
! RIJCOSX wB97M-V def2-TZVPD def2/J DEFGRID3
* xyz 0 1
C 1.38530 2.66088 0.83130
N 1.51192 2.14235 -0.29486
N 1.82155 1.69432 -1.26697
P -1.78366 1.02336 -0.49326
Cl -2.73592 -0.26233 0.73575
H -1.27821 0.15958 -1.53072
H 2.25663 3.09836 1.25022
H 0.30960 2.77147 1.11831
H -2.85332 1.31657 -1.44500
*
```



Model B:
Formula: CH4ClN2P
Source: OMol25
Level of theory: wB97M-V/def2-TZVPD

Its LUMO energy (alpha / beta) is -0.60 / 0.12 eV. The HOMO energy (alpha / beta) comes out at -7.98 / -8.01 eV.

ORCA input file:
```
! RIJCOSX wB97M-V def2-TZVPD def2/J DEFGRID3
* xyz 0 1
C 0.59006 -1.07764 -1.09280
N -0.11586 -0.12154 -0.28819
N -1.25015 0.10999 -0.35075
P -1.03920 2.27371 1.43612
Cl 0.90963 1.55631 1.42273
H 1.50105 -1.32192 -0.39420
H 0.90799 -0.54238 -1.88415
H 0.07811 -2.07381 -1.21335
H -1.58163 1.19728 2.36458
*
```



Which of them is most stable, and which least? Most stable: model A; least stable: model B.



Model A:
Formula: C2H9NS2
Source: OMol25
Level of theory: wB97M-V/def2-TZVPD

Its LUMO energy is 0.28 eV. The HOMO energy comes out at -8.12 eV.

ORCA input file:
```
! RIJCOSX wB97M-V def2-TZVPD def2/J DEFGRID3
* xyz 0 1
C -4.25149 0.96558 0.14829
N -2.92403 0.69190 -0.30791
C -2.68796 -0.01578 -1.52624
H -4.96873 0.72060 -0.63391
H -4.41540 2.01804 0.34948
H -4.55309 0.39910 1.04278
H -2.18861 1.18363 0.16400
H -2.70404 0.62703 -2.41640
H -1.72731 -0.52210 -1.55022
H -3.44568 -0.78464 -1.68172
S 2.76637 -1.34245 0.30633
S 2.18450 0.63598 0.48154
H 4.04849 -0.99608 0.47672
H 0.90164 0.45459 0.80806
*
```



Model B:
Formula: C2H9NS2
Source: OMol25
Level of theory: wB97M-V/def2-TZVPD

Its LUMO energy is 0.45 eV. The HOMO energy comes out at -8.71 eV.

ORCA input file:
```
! RIJCOSX wB97M-V def2-TZVPD def2/J DEFGRID3
* xyz 0 1
C -0.41012 1.20309 1.81228
S -0.30405 -0.58885 2.13050
S 1.76851 -0.83556 2.18355
H -0.40398 1.79432 2.72664
H 0.40933 1.46911 1.15694
H -1.41728 1.34570 1.41929
H 1.94515 -0.22184 1.00185
C 0.26781 -0.29827 -1.83666
N -0.82979 -1.23657 -1.83280
H 0.55225 -0.04849 -2.85574
H 0.07136 0.64453 -1.30054
H 1.10582 -0.74299 -1.31220
H -1.12482 -1.58482 -0.94680
H -1.63021 -0.89937 -2.34632
*
```



Which of them is most stable, and which least? Most stable: model B; least stable: model A.



Model A:
Formula: C4H5N4
Source: OMol25
Level of theory: wB97M-V/def2-TZVPD

Its LUMO energy is -3.71 eV. The HOMO energy comes out at -13.63 eV.

ORCA input file:
```
! RIJCOSX wB97M-V def2-TZVPD def2/J DEFGRID3
* xyz 1 1
C 0.88551 0.36323 -3.21751
C 0.09915 0.32514 -2.31458
N -0.80560 0.24528 -1.30154
C -0.45985 -0.25980 -0.10895
N -1.26547 -0.37121 0.95366
C -0.51900 -0.91636 1.88808
N 0.72023 -1.14230 1.46520
N 0.76328 -0.71978 0.16754
H 1.60843 0.43490 -4.00449
H -1.75968 0.55764 -1.43023
H -0.85264 -1.15622 2.88826
H 1.51155 -1.54445 1.94651
H 1.59070 -0.78621 -0.40922
*
```



Model B:
Formula: C4H5N4
Source: OMol25
Level of theory: wB97M-V/def2-TZVPD

Its LUMO energy (alpha / beta) is -5.85 / -6.68 eV. The HOMO energy (alpha / beta) comes out at -14.64 / -15.23 eV.

ORCA input file:
```
! RIJCOSX wB97M-V def2-TZVPD def2/J DEFGRID3
* xyz 1 1
C 2.66028 0.19370 -0.07438
C -1.81521 0.94922 -0.37443
C -0.94358 -0.11667 -0.60431
C 1.39330 -0.39682 -0.26986
N 3.57438 0.88028 -0.09406
N -1.10593 1.97322 0.05732
N 0.09696 1.61536 0.11924
N 0.26394 0.38110 -0.20798
H -2.89822 1.10965 -0.20967
H -0.89569 -1.05116 -1.04737
H 1.34589 -1.12235 -1.05150
H 1.53771 -1.35325 1.52316
H 0.98999 2.23306 0.41627
*
```



Model C:
Formula: C4H5N4
Source: OMol25
Level of theory: wB97M-V/def2-TZVPD

Its LUMO energy is -6.00 eV. The HOMO energy comes out at -15.11 eV.

ORCA input file:
```
! RIJCOSX wB97M-V def2-TZVPD def2/J DEFGRID3
* xyz 1 1
C 0.70224 -1.27493 -1.20663
N 0.02689 -0.57150 -0.20447
N -0.96583 -1.04194 0.42951
C -1.53858 -0.11889 1.26858
C -0.82006 1.05420 1.12559
C 0.26009 0.74608 0.19334
N 1.01478 1.65487 -0.28929
N 1.54328 2.54335 -0.66684
H 1.59190 -0.73065 -1.24349
H 0.88130 -2.37006 -0.86551
H 0.40409 -1.47569 -2.20238
H -2.33075 -0.45125 1.88679
H -0.76935 2.03640 1.77479
*
```



Which of them is most stable, and which least? Most stable: model A; least stable: model B.